The following is a quantum chemistry calculation of C11H38AsF6O12 as an isolated structure in a non-equilibrium geometry, from the OMol25 dataset.

Last column: Löwdin charge in e.
Geometry (Å):
As  0.203  -0.526  -0.019  0.999
F  -1.164  0.324  0.696  -0.242
F  -0.558  -2.147  0.330  -0.252
F  1.624  -1.401  -0.696  -0.250
F  1.053  0.983  -0.476  -0.259
F  0.986  -0.576  1.555  -0.242
F  -0.596  -0.508  -1.689  -0.279
O  3.018  1.716  -2.040  -0.041
H  2.158  1.497  -1.680  -0.004
H  3.032  2.672  -2.065  0.050
O  -3.500  0.306  -1.674  -0.051
H  -3.746  0.688  -0.831  0.004
H  -2.546  0.233  -1.635  -0.015
C  -1.569  3.709  -0.341  0.000
C  -1.700  4.832  0.769  -0.265
C  -2.057  4.262  2.137  -0.124
O  -0.873  4.394  2.852  0.064
C  0.005  5.236  2.219  -0.532
O  1.045  5.635  2.674  0.144
O  -0.477  5.545  1.005  0.081
H  -0.918  2.874  -0.081  0.063
H  -1.239  4.109  -1.300  0.080
H  -2.577  3.327  -0.497  0.079
H  -2.367  5.616  0.409  0.145
H  -2.315  3.206  2.057  0.126
H  -2.889  4.706  2.683  0.132
C  -2.963  -2.934  -1.517  -0.180
O  -2.237  -3.765  -0.657  -0.131
H  -3.872  -2.659  -0.982  0.068
H  -2.441  -2.035  -1.842  0.045
H  -3.119  -3.482  -2.446  0.075
H  -1.458  -3.229  -0.490  0.007
C  4.770  0.444  -0.228  -0.212
O  5.165  -0.003  -1.460  -0.115
H  3.715  0.293  0.000  0.062
H  5.446  0.057  0.534  0.069
H  4.951  1.517  -0.151  0.068
H  4.451  0.136  -2.087  0.045
C  -1.540  0.274  -5.289  -0.162
O  -0.384  0.041  -4.487  -0.125
H  -2.091  1.188  -5.067  0.072
H  -1.273  0.244  -6.346  0.068
H  -2.156  -0.623  -5.223  0.072
H  -0.583  -0.256  -3.595  0.025
C  3.557  -2.687  -2.769  -0.200
O  2.568  -3.307  -2.048  -0.124
H  4.079  -3.384  -3.425  0.080
H  3.201  -1.756  -3.209  0.076
H  4.284  -2.311  -2.050  0.064
H  2.274  -2.721  -1.347  0.016
C  -4.010  -0.952  1.997  -0.159
O  -3.842  0.292  1.408  -0.123
H  -3.145  -1.095  2.645  0.062
H  -4.859  -1.010  2.679  0.079
H  -4.181  -1.739  1.262  0.080
H  -2.911  0.320  1.177  0.020
C  3.982  -1.508  2.870  -0.168
O  5.206  -1.933  2.308  -0.122
H  3.600  -2.304  3.509  0.073
H  4.016  -0.569  3.423  0.080
H  3.223  -1.320  2.111  0.049
H  5.953  -1.503  2.729  0.070
C  -1.314  -2.718  3.667  -0.158
O  -1.898  -2.765  4.974  -0.138
H  -0.864  -1.746  3.466  0.066
H  -0.444  -3.356  3.818  0.080
H  -2.043  -3.077  2.939  0.080
H  -2.849  -2.771  4.839  0.057

Summary:
multiplicity	1
highest occupied orbital energy	-6.72	eV
frontier orbital gap	8.652	eV
F_max	2.7	eV/A
net charge	-1